Record 1
{"formula": "C7H13IN", "method": "the ωB97M-V functional and the def2-TZVPD basis", "species": ["N", "C", "C", "H", "C", "C", "H", "H", "H", "C", "H", "H", "C", "H", "H", "H", "H", "I", "C", "H", "H", "H"], "coordinates": [[-2.64570, -0.92226, -0.11144], [-1.19299, -1.19776, -0.15959], [-0.58446, 0.21439, -0.25397], [-1.88773, 1.99729, -0.32721], [-2.92352, 0.28139, 0.22082], [0.76939, 0.32973, 0.46246], [-0.46240, 0.48494, -1.30337], [0.78599, 1.25975, 1.02829], [-3.34997, -1.63114, -0.27712], [-1.71116, 1.12220, 0.30631], [0.88369, -0.47111, 1.19800], [3.97232, -0.50902, -0.66036], [1.96340, 0.27872, -0.50111], [3.53814, 0.03002, 0.96050], [1.65871, -0.15261, -1.45259], [-0.94790, -1.89420, -0.95602], [-0.93449, -1.66998, 0.79095], [2.52360, 2.28171, -1.05662], [3.16152, -0.45909, 0.06190], [-1.54334, 1.51087, 1.31293], [2.87517, -1.47893, 0.33241], [-3.94826, 0.59510, 0.38483]], "forces_ev_per_angstrom": [[-0.1, 0.1, 0.0], [0.1, 0.0, 0.2], [-0.1, -0.1, 0.2], [0.1, 0.1, 0.1], [0.1, -0.1, 0.0], [0.0, 0.1, -0.1], [0.0, -0.1, 0.0], [0.1, 0.0, 0.1], [0.0, -0.1, 0.1], [0.0, 0.1, -0.4], [-0.1, -0.1, 0.0], [0.0, 0.0, 0.0], [0.0, 0.0, 0.1], [0.0, 0.0, 0.0], [0.0, -0.1, 0.0], [-0.1, 0.1, -0.2], [0.0, -0.1, 0.0], [-0.1, 0.0, -0.1], [0.0, 0.0, 0.1], [-0.1, -0.1, 0.1], [0.0, 0.0, 0.0], [0.0, 0.0, -0.1]], "lowdin_charge": [0.125, -0.057, -0.268, 0.148, 0.039, -0.247, 0.143, 0.088, 0.186, -0.063, 0.117, 0.074, -0.792, 0.081, 0.066, 0.143, 0.140, 0.852, -0.172, 0.148, 0.083, 0.165], "multiplicity": 1, "smiles": "C[C@H](I)C[C@@H]1CC=[NH+]C1", "e_homo_ev": -12.164, "total_charge": 1, "homo_lumo_gap_ev": 7.582}

=====

Record 2
{"formula": "C39H34N2OP2PdS2", "method": "the ωB97M-V functional and the def2-TZVPD basis", "species": ["C", "H", "C", "H", "C", "C", "C", "H", "C", "C", "C", "C", "H", "H", "H", "H", "C", "C", "C", "P", "H", "C", "H", "H", "H", "N", "C", "Pd", "H", "H", "H", "H", "H", "H", "C", "C", "H", "C", "H", "C", "C", "C", "H", "S", "N", "C", "C", "C", "H", "H", "H", "C", "S", "C", "P", "H", "H", "C", "C", "C", "O", "C", "C", "H", "H", "C", "C", "C", "H", "C", "H", "C", "C", "C", "H", "H", "H", "C", "C", "H", "H"], "coordinates": [[4.29489, 1.83394, -1.67323], [4.60814, -5.59198, -3.64523], [-2.19703, 0.17168, 2.85829], [-3.80952, -4.34888, -2.60067], [-0.52076, 2.08677, 1.72212], [0.17326, 0.56088, -5.14851], [0.25841, -0.81099, -5.33387], [-2.22926, -4.93486, 1.32852], [2.97775, -3.28561, 1.39032], [-1.90224, -3.45516, -2.23714], [2.13126, -1.17701, 2.20363], [2.59705, -5.48770, -2.92468], [-2.24188, 3.34991, 1.69361], [-4.02168, -5.28404, -0.33616], [-2.76310, 2.41040, -3.74231], [0.14693, 2.84643, 1.33534], [3.84996, -4.96440, -3.20442], [0.39051, -1.14904, -2.95284], [2.64389, 1.07016, 0.46019], [0.59352, -2.23832, -1.49549], [0.14083, 2.15062, -3.68960], [-3.02105, -4.19243, -1.87996], [-4.01264, 0.54751, -4.51786], [-0.47121, -1.09024, 3.01693], [4.92330, 2.12979, -2.49957], [-2.79911, 1.53625, -1.82760], [3.99715, 1.37100, 0.65824], [0.12048, -0.87581, 0.40634], [3.37104, -1.77816, -2.16593], [-4.37042, -1.08470, -2.51185], [5.85346, 1.97817, -0.20996], [0.09023, 1.22062, -5.99683], [2.54494, 1.62013, -2.88625], [-2.84543, -0.54965, 3.33354], [4.13629, -3.63460, -2.92259], [1.89933, -3.34808, -2.09732], [-5.37042, 1.02020, -3.47497], [4.81569, 1.74436, -0.39196], [3.38538, -3.88121, 0.58703], [2.95539, 1.55139, -1.89045], [-2.13574, -4.52904, 0.33303], [2.80562, -3.84065, 2.64810], [4.39664, 1.32657, 1.66281], [-2.51659, -0.72406, -0.37270], [-3.90853, -0.19464, -2.56447], [-1.85347, 2.37319, 1.94102], [0.33837, 0.23157, -2.78856], [-3.48229, 2.05621, -3.00030], [3.08508, -4.86670, 2.82370], [-4.12196, 2.89049, -2.70798], [2.37823, -6.52078, -3.15165], [2.13785, 1.17082, -0.83822], [0.37363, 0.90999, -1.11873], [2.31510, -3.06699, 3.68944], [1.83902, 0.64445, 2.07274], [0.44200, -2.73449, -4.39555], [-1.81811, -3.02716, -3.22775], [0.36623, -1.66584, -4.24866], [-4.29251, 0.84518, -3.50335], [-0.89216, -3.26788, -1.30122], [-0.21524, 2.24528, -1.20434], [0.20508, 1.08780, -3.86853], [2.66175, -1.95316, 1.16000], [-2.06230, 2.05256, -1.36078], [2.92189, -1.49234, 0.20828], [-2.68809, 1.42362, 2.52139], [1.62029, -4.68719, -2.35882], [-3.06798, 0.25361, -1.63195], [-3.71186, 1.67471, 2.74848], [-3.13973, -4.72491, -0.60479], [0.64211, -5.09036, -2.13850], [3.16294, -2.82245, -2.37088], [-0.00561, 0.81790, 2.04084], [-0.86258, -0.15083, 2.62247], [2.21896, -3.49149, 4.67565], [1.63941, -1.12597, 4.29581], [-0.20306, -3.64616, 0.70498], [-1.01582, -3.79767, -0.01103], [1.98006, -1.74200, 3.47305], [5.11624, -3.23520, -3.13742], [0.24300, -1.21859, -6.33182]], "forces_ev_per_angstrom": [[-0.1, 0.0, 0.0], [0.1, -0.1, 0.0], [-0.2, 0.2, 0.0], [-0.1, 0.0, -0.1], [-0.3, 0.1, 0.0], [0.0, 0.0, 0.1], [0.0, -0.1, 0.0], [0.0, -0.1, 0.1], [0.0, -0.2, 0.0], [0.3, 0.0, 0.0], [-0.2, 0.4, -0.5], [0.1, -0.1, -0.1], [0.0, 0.1, 0.0], [-0.1, -0.1, 0.0], [-0.1, 0.0, 0.0], [-0.1, 0.0, 0.0], [0.0, 0.0, 0.0], [0.1, 0.1, 0.4], [-0.3, 0.0, 0.2], [-1.3, -0.1, -0.6], [0.0, 0.1, 0.0], [0.0, 0.0, -0.1], [-0.1, 0.1, 0.1], [-0.1, 0.2, -0.2], [0.0, 0.0, -0.1], [-0.2, 0.0, -0.3], [-0.3, 0.0, 0.0], [-0.2, -0.5, -0.8], [0.1, 0.0, 0.0], [0.1, -0.1, 0.2], [0.1, 0.0, 0.0], [0.0, 0.1, -0.1], [0.0, 0.1, -0.1], [0.0, -0.1, 0.0], [0.0, 0.1, 0.0], [0.1, 0.3, 0.7], [0.1, 0.0, 0.0], [0.0, -0.1, -0.1], [0.1, -0.1, -0.1], [0.0, 0.0, -0.2], [-0.1, 0.0, 0.1], [0.0, 0.0, -0.3], [0.0, 0.0, 0.1], [0.0, -0.3, 0.6], [-0.1, 0.1, -0.1], [0.4, 0.1, -0.1], [-0.2, -0.4, 0.4], [-0.1, 0.4, -0.2], [0.0, -0.1, 0.0], [0.0, 0.0, -0.2], [0.0, -0.1, 0.0], [-0.1, -0.1, 0.1], [1.9, -0.1, -0.9], [-0.1, 0.2, 0.1], [0.7, 0.3, 0.9], [0.0, -0.1, -0.1], [0.0, 0.0, 0.0], [0.1, 0.0, 0.2], [-0.2, 0.1, -0.4], [0.3, 0.0, 0.3], [-0.5, 0.5, 0.2], [0.0, 0.2, 0.2], [-0.1, 0.2, 0.0], [-0.1, -0.3, 0.1], [-0.1, -0.1, 0.2], [0.1, -0.5, 0.2], [-0.2, 0.1, 0.1], [0.2, -0.2, 0.3], [-0.1, 0.0, 0.0], [0.0, 0.1, 0.0], [0.0, -0.1, 0.0], [-0.1, 0.0, 0.0], [0.3, -0.5, -0.2], [0.2, 0.2, 0.2], [0.0, 0.0, 0.1], [0.0, 0.0, 0.0], [-0.2, -0.1, 0.0], [0.3, 0.0, -0.2], [0.0, -0.2, 0.0], [0.1, 0.0, 0.0], [0.0, -0.1, -0.1]], "lowdin_charge": [-0.031, 0.119, -0.088, 0.116, -0.112, -0.024, -0.023, 0.118, -0.065, -0.102, -0.407, -0.044, 0.124, 0.118, 0.118, 0.116, -0.039, -0.319, -0.374, 1.083, 0.124, -0.061, 0.122, 0.099, 0.122, 0.043, -0.086, 0.522, 0.106, 0.142, 0.124, 0.124, 0.110, 0.121, -0.048, -0.356, 0.128, -0.030, 0.110, -0.051, -0.052, -0.044, 0.110, 0.769, 0.036, -0.041, -0.362, -0.103, 0.118, 0.128, 0.120, -0.338, 0.879, -0.042, 1.125, 0.122, 0.106, -0.051, -0.107, -0.447, -0.412, -0.065, -0.138, 0.094, 0.074, -0.048, -0.064, -0.794, 0.122, -0.045, 0.109, -0.094, -0.478, -0.159, 0.120, 0.117, 0.096, -0.145, -0.102, 0.118, 0.124], "multiplicity": 1, "e_homo_ev": [-13.115, -13.175], "total_charge": 2, "homo_lumo_gap_ev": [5.262, 5.420]}

=====

Record 3
{"formula": "C6H18NO", "method": "the ωB97M-V functional and the def2-TZVPD basis", "species": ["C", "H", "H", "C", "H", "H", "H", "C", "H", "C", "H", "H", "N", "H", "H", "H", "O", "H", "H", "H", "H", "C", "C", "H", "H", "H"], "coordinates": [[1.08602, 0.56106, 0.60462], [0.37248, -0.41476, -1.29334], [-2.31709, 0.38857, -2.63928], [2.29127, -1.17102, -0.90286], [-2.29833, 0.25218, 0.74063], [-1.52100, 0.37012, -1.21451], [1.88513, -2.06685, -0.35580], [1.32835, -0.03105, -0.82276], [-4.97543, -4.78840, 0.86351], [-0.39605, 2.47221, -0.28099], [2.38711, -0.78920, 1.71402], [-5.21264, -4.72378, 1.57589], [-1.38312, 0.24715, 0.33469], [0.23469, 3.30124, 0.17982], [-1.45771, 2.95976, -0.21507], [1.51056, 0.86725, -1.47936], [-1.42697, 0.52380, -2.21908], [-0.46047, 1.64195, 1.75855], [1.67417, 1.56346, 0.70564], [-0.22061, 2.17138, -1.31382], [3.25746, -0.87256, -0.47661], [-0.42338, 1.16638, 0.72185], [1.37814, -0.47923, 1.69933], [2.49189, -1.44554, -1.90231], [1.30742, -0.15021, 2.71241], [0.88813, -1.55389, 1.50481]], "forces_ev_per_angstrom": [[1.3, 0.0, -1.4], [0.7, 0.4, 0.8], [1.2, 0.2, 0.6], [0.6, -0.4, 1.6], [-0.8, 0.2, 1.4], [0.0, -0.5, -2.2], [0.6, 0.9, -0.6], [-1.9, 1.6, -0.7], [-0.1, 0.0, 0.4], [-2.1, 2.4, 0.1], [1.6, 0.1, -0.7], [0.1, 0.0, -0.4], [3.0, 2.3, -0.2], [-0.1, -1.8, -0.5], [1.7, -1.3, -0.2], [0.6, -1.2, 0.4], [-1.5, -0.1, 0.6], [-1.0, -0.5, -1.1], [-0.7, -1.9, 0.2], [0.3, 0.0, 0.4], [-0.1, -0.3, 0.1], [-0.9, -1.0, 2.1], [-1.7, -2.0, -0.7], [0.0, -0.3, -1.2], [-1.0, 0.3, 0.7], [0.4, 2.7, 0.6]], "lowdin_charge": [-0.260, 0.111, 0.094, -0.098, 0.129, -0.022, 0.099, -0.237, -0.001, 0.044, 0.065, 0.001, 0.318, 0.131, 0.133, 0.129, -0.066, 0.174, 0.173, 0.066, 0.093, -0.303, -0.062, 0.070, 0.073, 0.147], "multiplicity": 1, "e_homo_ev": -14.820, "total_charge": 1, "homo_lumo_gap_ev": 6.033}

=====

Record 4
{"formula": "C4H12S2", "method": "the ωB97M-V functional and the def2-TZVPD basis", "species": ["S", "S", "H", "H", "C", "H", "H", "H", "H", "H", "C", "H", "H", "H", "H", "H", "C", "C"], "coordinates": [[0.50666, 0.98378, -1.72777], [-0.74039, -2.63592, 2.59594], [-0.35090, 1.04445, -3.98840], [0.51769, 3.16778, -0.41761], [0.49183, 1.55586, -3.49725], [1.33256, 1.25931, -4.01639], [0.47844, -2.58409, 3.05441], [1.82851, 3.10037, -1.66140], [-1.37286, -1.67936, 0.60504], [-1.89939, 0.25208, 1.87625], [1.24672, 2.51788, -0.99386], [-0.21946, 0.62091, 2.32457], [-0.70180, 0.78657, 0.61982], [1.92831, 2.09118, -0.22389], [0.23221, 2.55621, -3.37376], [0.42693, -1.36596, 0.80054], [-0.60018, -1.36240, 1.33921], [-0.88179, 0.15278, 1.57025]], "forces_ev_per_angstrom": [[0.4, 1.1, -0.8], [-0.8, 0.2, 0.0], [0.1, 0.2, 0.2], [0.6, -0.8, -1.0], [-2.6, -2.1, 1.7], [2.1, 0.1, -0.9], [0.9, 0.1, 0.4], [0.4, 0.4, -0.8], [0.7, 0.1, 0.2], [-0.7, 0.4, 0.3], [-0.8, -1.2, 2.4], [-0.4, -0.5, -0.1], [-0.5, -1.4, 1.3], [-0.3, 0.6, -0.4], [0.1, 1.8, -0.6], [-1.7, -0.6, 0.9], [1.2, 1.3, -2.5], [1.2, 0.4, -0.3]], "lowdin_charge": [0.715, 0.688, 0.037, 0.053, -0.375, 0.001, -0.183, 0.012, 0.055, 0.044, -0.411, 0.068, 0.030, 0.026, 0.000, 0.088, -0.671, -0.177], "multiplicity": 1, "smiles": "CCS.CSC", "e_homo_ev": -8.709, "homo_lumo_gap_ev": 9.630}

=====

Sequential energy above the lowest of the compared OMol25 structures with the same formula, charge and spin output: 0.00 34.14 177.15 25.87 kcal/mol